1.
{
  "formula": "C11H10IrN3O7S",
  "method": "ωB97M-V/def2-TZVPD",
  "e_tot_ev": -44047.7079,
  "relative_energy_kcal_mol": 13.3,
  "charge": 0,
  "lumo_ev": -0.30,
  "orbital_gap_ev": 8.52,
  "species": ["Ir", "S", "O", "O", "O", "O", "O", "O", "O", "N", "N", "N", "C", "C", "C", "C", "C", "C", "C", "C", "C", "C", "C", "H", "H", "H", "H", "H", "H", "H", "H", "H", "H"],
  "positions_angstrom": [[0.552, 0.691, -0.021], [0.840, 3.288, -0.646], [1.953, 2.281, -0.526], [-0.277, 0.499, -1.897], [1.138, 4.583, -0.140], [-2.316, 0.348, -2.814], [-0.339, 2.581, 0.013], [0.898, 0.316, 1.984], [-0.290, 0.069, 3.876], [-1.184, 0.040, 0.494], [3.625, -1.073, -1.866], [1.937, -0.729, -0.534], [-0.205, 0.155, 2.674], [-1.445, -0.006, 1.798], [3.076, -0.908, 0.236], [-2.754, -0.131, 2.220], [-2.127, 0.066, -0.452], [-3.762, -0.176, 1.263], [-1.587, 0.330, -1.853], [2.315, -0.813, -1.799], [0.484, 3.433, -2.362], [-3.450, -0.061, -0.090], [4.129, -1.129, -0.584], [3.020, -0.876, 1.310], [4.148, -1.180, -2.717], [0.110, 2.482, -2.730], [-4.201, -0.047, -0.867], [1.652, -0.724, -2.643], [-2.949, -0.170, 3.283], [-0.255, 4.221, -2.485], [-4.796, -0.256, 1.572], [1.418, 3.709, -2.847], [5.168, -1.313, -0.381]],
  "mulliken_charge": [1.520, 1.169, -0.724, -0.896, -0.592, -0.666, -0.697, -0.712, -0.657, 0.069, -0.033, -0.079, 0.433, 0.423, -0.310, -0.627, 0.551, -0.235, 0.350, -0.321, -0.808, -0.648, -0.444, 0.471, 0.208, 0.219, 0.506, 0.495, 0.508, 0.352, 0.434, 0.335, 0.405]
}

---

2.
{
  "formula": "C11H10KN5OS3",
  "method": "ωB97M-V/def2-TZVPD",
  "e_tot_ev": -69897.9383,
  "multiplicity": 2,
  "relative_energy_kcal_mol": 0.0,
  "charge": -1,
  "lumo_ev": [2.45, 2.43],
  "s2": 0.767,
  "orbital_gap_ev": [2.75, 5.90],
  "species": ["K", "S", "S", "S", "O", "N", "N", "N", "N", "N", "C", "C", "C", "C", "C", "C", "C", "C", "C", "C", "C", "H", "H", "H", "H", "H", "H", "H", "H", "H", "H"],
  "positions_angstrom": [[0.075, 0.063, -0.255], [2.978, 0.196, -0.043], [-2.473, 0.784, -4.713], [-2.774, -4.257, -0.635], [0.624, 1.179, 1.893], [-1.725, -3.096, 1.544], [-1.869, 0.459, -2.181], [-1.165, 2.517, -3.062], [1.875, 1.346, 2.290], [-2.094, -1.746, -0.336], [-2.401, -0.735, -2.606], [4.459, 1.860, 3.229], [2.089, 1.838, 3.551], [-2.161, -2.920, 0.265], [3.336, 2.165, 4.017], [-2.878, -3.173, -1.975], [-2.693, -0.735, -3.952], [4.263, 1.289, 2.004], [2.963, 0.992, 1.482], [-1.824, 1.329, -3.168], [-2.515, -1.886, -1.651], [-1.053, 2.995, -2.159], [-1.650, -4.054, 1.853], [5.085, 1.176, 1.306], [-3.223, -3.556, -2.948], [-1.185, -2.355, 2.036], [-2.999, -1.612, -4.530], [3.441, 2.676, 4.976], [1.192, 2.058, 4.091], [-1.161, 3.088, -3.902], [5.463, 2.116, 3.579]],
  "mulliken_charge": [0.825, -0.541, -0.340, -0.339, -0.846, -0.443, -0.427, -0.426, 0.566, -0.515, 0.137, -0.106, -0.240, 0.526, -0.607, -0.521, -0.490, -0.737, 0.213, 0.418, 0.157, 0.204, 0.187, 0.313, 0.298, 0.201, 0.292, 0.330, 0.398, 0.186, 0.328]
}

---

3.
{
  "formula": "C11H10MoN2OS5SbSe4",
  "method": "ωB97M-V/def2-TZVPD",
  "e_tot_ev": -340557.2628,
  "relative_energy_kcal_mol": 0.0,
  "charge": -1,
  "lumo_ev": [1.20, 1.20],
  "orbital_gap_ev": [6.36, 6.36],
  "species": ["Sb", "Mo", "Se", "Se", "Se", "Se", "S", "S", "S", "S", "S", "O", "N", "N", "C", "C", "C", "C", "C", "C", "C", "C", "C", "C", "C", "H", "H", "H", "H", "H", "H", "H", "H", "H", "H"],
  "positions_angstrom": [[-0.961, -0.402, 4.768], [-0.110, 1.156, -0.051], [-0.838, -2.408, 3.496], [0.956, 0.477, 5.835], [-3.061, 0.676, 4.906], [0.021, 1.567, 2.113], [5.121, 5.624, -2.517], [2.095, 0.876, -0.917], [4.215, 2.933, -1.642], [2.288, 5.075, -1.800], [-0.037, 3.234, -1.145], [-2.000, 1.481, -0.809], [0.238, -1.065, -0.261], [-2.423, -0.773, -1.088], [1.037, -3.677, -0.663], [2.565, 2.512, -1.263], [3.951, 4.616, -1.959], [-0.273, -1.774, -1.274], [-3.062, 0.269, 1.014], [-2.255, 0.350, -0.265], [1.119, -1.646, 0.572], [1.531, -2.951, 0.409], [0.118, -3.083, -1.511], [1.662, 3.509, -1.341], [-1.373, -1.094, -2.036], [2.223, -3.377, 1.120], [-1.028, -0.178, -2.526], [-2.771, -0.586, 1.627], [1.487, -1.032, 1.381], [-2.915, 1.167, 1.608], [-4.119, 0.177, 0.751], [-0.307, -3.625, -2.344], [-1.760, -1.749, -2.817], [1.352, -4.698, -0.832], [-2.687, -1.581, -0.538]],
  "mulliken_charge": [0.747, 0.079, -0.544, -0.541, -0.543, -0.357, -0.288, -0.314, -0.092, -0.094, -0.202, -0.640, 0.450, -0.165, -0.266, 0.280, 0.123, 0.709, -1.200, 1.000, -0.408, -0.886, -0.956, 0.250, -0.892, 0.430, 0.303, 0.217, 0.551, 0.346, 0.341, 0.421, 0.446, 0.399, 0.295]
}

---

4.
{
  "formula": "C11H10MoN2OS5SbSe4",
  "method": "ωB97M-V/def2-TZVPD",
  "e_tot_ev": -340557.0554,
  "multiplicity": 3,
  "relative_energy_kcal_mol": 7.0,
  "charge": -1,
  "lumo_ev": [1.55, 1.11],
  "s2": 2.024,
  "orbital_gap_ev": [6.26, 5.99],
  "species": ["Sb", "Mo", "Se", "Se", "Se", "Se", "S", "S", "S", "S", "S", "O", "N", "N", "C", "C", "C", "C", "C", "C", "C", "C", "C", "C", "C", "H", "H", "H", "H", "H", "H", "H", "H", "H", "H"],
  "positions_angstrom": [[1.959, 3.689, 1.016], [-0.822, 0.699, 0.355], [-0.198, 2.546, 1.795], [3.891, 2.479, 1.804], [1.661, 5.997, 1.785], [1.775, 4.603, -1.208], [-5.302, 1.352, -1.580], [-5.711, 0.232, 1.045], [-8.079, 0.800, -0.663], [-2.256, 1.296, -1.292], [-2.714, 0.064, 1.605], [0.945, 0.855, -1.022], [2.726, -0.161, -0.037], [-0.170, -1.423, 0.336], [1.987, -0.640, 1.124], [2.156, 0.614, -0.980], [1.486, -3.083, 0.699], [-6.453, 0.834, -0.398], [1.067, -1.762, 0.722], [0.623, -4.060, 0.229], [-3.867, 1.002, -0.657], [-0.639, -3.691, -0.214], [-4.054, 0.482, 0.572], [-1.002, -2.363, -0.141], [3.090, 1.195, -1.999], [2.509, 1.627, -2.807], [-1.980, -2.015, -0.446], [0.932, -5.097, 0.205], [3.658, 1.998, -1.519], [3.697, 0.057, 0.141], [-1.338, -4.418, -0.601], [3.782, 0.442, -2.371], [1.441, 0.175, 1.618], [2.718, -0.996, 1.847], [2.482, -3.329, 1.039]],
  "mulliken_charge": [0.841, 0.265, -0.302, -0.657, -0.459, -0.541, -0.114, -0.121, -0.304, -0.288, -0.249, -0.351, 0.033, 0.291, -0.979, 0.297, -0.922, 0.112, 0.883, -0.223, 0.186, -0.795, 0.249, -0.201, -1.235, 0.306, 0.370, 0.400, 0.266, 0.317, 0.403, 0.388, 0.072, 0.635, 0.425]
}